a.
Here is the molecule C11H12NP from the OMol25 dataset. Energies are from ωB97M-V/def2-TZVPD.

Geometry (Å):
C: 1.323 -1.612 -0.900
C: 2.613 -1.351 -0.952
P: 3.448 -0.201 0.254
N: 2.568 1.359 0.236
C: 1.201 1.766 0.656
C: 0.070 1.618 -0.263
C: -0.822 0.617 -0.462
C: -2.149 0.850 -1.041
C: -3.161 0.074 -0.533
C: -3.106 -0.706 0.684
C: -1.814 -1.094 1.018
C: -0.645 -0.621 0.285
C: 0.369 -1.486 0.203
H: 0.768 -2.003 -1.751
H: 3.221 -1.483 -1.854
H: 2.766 -0.980 1.416
H: 2.810 1.934 -0.609
H: 1.251 2.847 0.950
H: 1.000 1.124 1.535
H: -0.006 2.474 -0.970
H: -2.249 1.630 -1.828
H: -4.108 0.264 -0.868
H: -3.922 -1.207 0.958
H: -1.731 -1.899 1.639
H: 0.304 -2.522 0.750

- LUMO level: -0.0055 Eh
- HOMO level: -7.567 eV
- Molar mass: 189.2 g/mol
- Total charge: 0
- Orbital gap: 0.2726 hartree
- Structure (SMILES): C1=C\PNC/C=c2/cccc/c2=C/1

b.
Here is the molecule C11H12NP from the OMol25 dataset. Energies are from ωB97M-V/def2-TZVPD.

Geometry (Å):
C: 1.863 -1.717 1.538
C: 0.976 -0.508 1.430
C: 0.620 0.143 0.410
C: 0.352 0.923 -0.580
C: 1.139 2.011 -1.287
C: 0.940 2.196 -2.619
C: -0.142 1.589 -3.366
C: -1.058 0.835 -2.718
C: -0.866 0.454 -1.275
C: 0.227 -0.330 2.777
N: -0.779 -1.335 2.850
C: -1.514 -2.004 2.157
P: -2.809 -2.821 1.434
H: 1.136 -2.608 1.860
H: 2.653 -1.558 2.213
H: 2.306 -2.102 0.613
H: 1.758 2.644 -0.801
H: 1.527 2.950 -3.198
H: -0.334 1.904 -4.345
H: -1.825 0.359 -3.317
H: -1.099 -0.582 -1.061
H: -1.853 1.027 -0.808
H: 0.806 -0.399 3.607
H: -0.328 0.639 2.844
H: -3.698 -1.710 1.640

- LUMO level: 0.0179 Eh
- HOMO level: -7.747 eV
- Molar mass: 189.2 g/mol
- Total charge: 0
- Orbital gap: 0.3026 hartree
- Structure (SMILES): CC(=C=C1C=CC=CC1)CN=C=P

The most stable arrangement is a, and the next structure is 0.0364 hartree less stable.

a.
Here is a structure of composition C6H6O3 from the OMol25 dataset. Energies are from ωB97M-V/def2-TZVPD.

Geometry (Å):
C: -1.999 0.144 -0.561
C: -0.849 -0.939 -0.290
C: 0.624 -0.374 1.078
C: 1.285 -0.355 -0.097
C: 2.682 0.000 0.050
C: 3.631 0.886 -0.207
H: -3.162 1.897 0.466
H: -3.131 -0.444 -0.508
H: -2.057 0.602 -1.629
H: -0.942 -2.017 -0.459
H: 1.331 -0.304 2.022
H: 4.691 1.145 -0.213
O: -1.979 1.371 0.329
O: -0.525 -0.908 1.055
O: 0.398 -0.706 -1.037

- LUMO level: -0.0022 Eh
- HOMO level: -7.562 eV
- Molar mass: 126.1 g/mol
- Total charge: 0
- Orbital gap: 0.2757 hartree

b.
Here is a cluster of 2 separate species, C6H6O3 in total from the OMol25 dataset. Energies are from ωB97M-V/def2-TZVPD.

Geometry (Å):
C: 1.165 -1.301 0.234
C: -2.005 0.679 0.098
C: 2.202 -0.346 -0.088
C: -0.176 -1.131 -0.335
C: -0.551 0.322 -0.011
C: 0.410 1.262 -0.308
O: 1.694 0.979 -0.426
O: 3.388 -0.445 0.012
O: -0.981 -1.984 -0.616
H: 0.201 2.324 -0.379
H: 1.527 -2.309 0.400
H: 0.275 -0.323 1.050
H: -2.545 0.309 -0.774
H: -2.449 0.207 0.975
H: -2.153 1.757 0.168

- LUMO level: -0.0070 Eh
- HOMO level: -9.335 eV
- Molar mass: 126.1 g/mol
- Total charge: 0
- Orbital gap: 0.3360 hartree

The most stable arrangement is b, and the next structure is 0.2014 hartree less stable.

a.
Here is the ion C2H3N2O2 with charge +1 from the OMol25 dataset. Energies are from ωB97M-V/def2-TZVPD.

Geometry (Å):
N: -1.546 -0.533 -0.130
C: -0.229 -0.716 -0.031
O: 0.626 -1.526 -0.071
N: 0.481 0.864 -0.040
C: 1.734 0.744 -0.127
O: 2.818 0.417 -0.051
H: -1.983 0.335 0.093
H: -2.053 -1.360 0.128
H: 0.151 1.775 0.229

- LUMO level: -0.1955 Eh
- HOMO level: -17.168 eV
- Molar mass: 87.1 g/mol
- Total charge: +1
- Orbital gap: 0.4354 hartree
- Structure (SMILES): NC(=O)[NH+]=C=O

b.
Here is a cluster of 2 separate species, C2H3N2O2 in total from the OMol25 dataset. Energies are from ωB97M-V/def2-TZVPD.

Geometry (Å):
C: 0.063 -0.298 0.858
C: -0.396 0.249 -2.014
N: -0.494 -0.844 -0.010
N: 0.684 0.468 1.634
O: 0.662 0.647 -1.819
O: -1.450 -0.115 -2.271
H: -0.955 -1.696 -0.288
H: 1.700 0.542 1.602
H: 0.184 1.048 2.309

- LUMO level: -0.1804 Eh
- HOMO level: -16.813 eV
- Molar mass: 87.1 g/mol
- Total charge: +1
- Orbital gap: 0.4375 hartree

The most stable arrangement is b, and the next structure is 0.0049 hartree less stable.

a.
Here is the molecule C6H6N2O2 from the OMol25 dataset. Energies are from ωB97M-V/def2-TZVPD.

Geometry (Å):
C: -0.327 -3.326 -0.831
C: 0.093 -2.194 -0.769
C: 0.604 -0.837 -0.721
N: 1.353 -0.423 0.452
C: 0.058 0.202 0.222
C: -0.986 -0.206 1.221
O: -1.988 0.424 1.442
C: -0.021 1.602 -0.328
N: 0.156 2.675 0.434
O: -0.859 1.909 -1.226
H: -0.693 -4.337 -0.866
H: 0.910 -0.437 -1.692
H: 2.129 0.188 0.209
H: -0.767 -1.166 1.737
H: 0.962 2.636 1.048
H: -0.623 3.291 -0.332

- LUMO level: 0.0118 Eh
- HOMO level: -9.913 eV
- Molar mass: 138.1 g/mol
- Total charge: 0
- Orbital gap: 0.3761 hartree
- Structure (SMILES): C#C[C@@H]1N[C@@]1(C=O)C(N)=O

b.
Here is a cluster of 2 separate species, C6H6N2O2 in total from the OMol25 dataset. Energies are from ωB97M-V/def2-TZVPD.

Geometry (Å):
O: 0.011 2.012 0.551
C: -0.172 0.756 0.615
C: -0.254 -0.020 -0.575
C: -0.694 -1.244 -0.610
N: -0.727 -1.885 0.715
C: -0.905 -1.188 1.887
O: -1.425 -1.640 2.901
N: -0.270 0.052 1.817
H: -0.363 0.529 -1.522
H: -0.876 -1.784 -1.621
H: -0.843 -2.850 0.746
H: -0.283 0.703 2.565
C: 1.192 1.897 -1.582
C: 2.221 1.328 -2.012
H: 0.473 2.319 -1.019
H: 2.914 1.017 -2.857

- LUMO level: 0.0042 Eh
- HOMO level: -9.544 eV
- Molar mass: 138.1 g/mol
- Total charge: 0
- Orbital gap: 0.3550 hartree
- Structure (SMILES): O=c1cc[nH]c(=O)[nH]1.C#C

The most stable arrangement is b, and the next structure is 0.0645 hartree less stable.

a.
Here is the molecule C6H6N2O2 from the OMol25 dataset. Energies are from ωB97M-V/def2-TZVPD.

Geometry (Å):
C: 1.425 -1.461 -0.493
N: 2.176 -0.452 -0.474
C: 2.311 0.551 0.471
C: 1.235 1.255 0.759
N: -0.051 1.239 0.289
C: -0.670 0.287 -0.314
C: -1.399 -0.867 0.181
O: -1.462 -1.702 1.004
C: -2.100 0.097 -0.732
O: -3.246 0.884 -0.366
H: 0.971 -2.036 0.337
H: 1.136 -1.846 -1.394
H: 3.243 0.905 0.782
H: 1.442 2.155 1.263
H: -2.089 -0.313 -1.683
H: -2.922 1.304 0.369

- LUMO level: -0.0344 Eh
- HOMO level: -8.587 eV
- Molar mass: 138.1 g/mol
- Total charge: 0
- Orbital gap: 0.2812 hartree
- Structure (SMILES): C=N/C=C\N=C1/C(=O)[C@H]1O

b.
Here is the molecule C6H6N2O2 from the OMol25 dataset. Energies are from ωB97M-V/def2-TZVPD.

Geometry (Å):
O: 1.756 -1.316 0.006
C: 2.300 -0.222 0.005
O: 3.616 -0.096 0.004
C: 1.594 1.084 0.039
C: 0.296 1.375 0.008
C: -0.903 0.505 -0.028
N: -2.118 1.037 -0.009
C: -2.940 -0.063 0.018
C: -2.231 -1.212 -0.012
N: -0.938 -0.831 0.009
H: 3.952 -0.991 -0.060
H: 2.277 1.921 -0.065
H: 0.124 2.461 -0.026
H: -4.020 0.050 0.093
H: -2.576 -2.260 -0.031
H: -0.190 -1.442 0.049

- LUMO level: 0.0001 Eh
- HOMO level: -8.681 eV
- Molar mass: 138.1 g/mol
- Total charge: 0
- Orbital gap: 0.3191 hartree
- Structure (SMILES): O=C(O)/C=C\c1ncc[nH]1

The most stable arrangement is b, and the next structure is 0.2188 hartree less stable.

a.
Here is a cluster of 2 separate species, C2H2ClNO2 in total from the OMol25 dataset. Energies are from ωB97M-V/def2-TZVPD.

Geometry (Å):
O: 0.580 1.603 -0.544
C: 0.997 0.657 -0.021
C: 1.344 -0.394 0.616
Cl: 2.857 -1.293 0.343
H: 0.554 -0.802 1.356
N: -2.235 0.299 -0.308
O: -1.168 -0.322 -0.273
H: -2.929 0.252 -1.169

- LUMO level (spin up / spin down): -0.0388 / -0.0386 Eh
- HOMO level (spin up / spin down): -9.050 / -9.050 eV
- Molar mass: 107.5 g/mol
- Total charge: 0
- Orbital gap (spin up / spin down): 0.2938 / 0.2939 hartree
- Structure (SMILES): O=C=CCl.N=O

b.
Here is the molecule C2H2ClNO2 from the OMol25 dataset. Energies are from ωB97M-V/def2-TZVPD.

Geometry (Å):
C: -0.188 -0.369 0.119
C: -1.331 0.130 -0.171
N: -2.082 0.894 -0.942
O: -2.172 0.761 -2.175
O: -2.803 -2.010 0.607
Cl: -2.775 -0.548 0.907
H: -0.042 -1.094 0.931
H: 0.853 -0.077 -0.436

- LUMO level (spin up / spin down): -0.0624 / -0.0625 Eh
- HOMO level (spin up / spin down): -9.505 / -9.504 eV
- Molar mass: 107.5 g/mol
- Total charge: 0
- Orbital gap (spin up / spin down): 0.2869 / 0.2868 hartree

c.
Here is a structure of composition C2H2ClNO2 from the OMol25 dataset. Energies are from ωB97M-V/def2-TZVPD.

Geometry (Å):
C: -0.125 0.722 -0.356
C: -0.901 0.016 0.394
N: 1.346 -1.481 -0.102
O: 1.152 0.992 -0.059
O: 1.961 -0.573 0.115
Cl: -2.546 -0.416 -0.056
H: -0.273 0.975 -1.347
H: -0.615 -0.235 1.411

- LUMO level (spin up / spin down): -0.0433 / -0.0436 Eh
- HOMO level (spin up / spin down): -9.116 / -9.114 eV
- Molar mass: 107.5 g/mol
- Total charge: 0
- Orbital gap (spin up / spin down): 0.2917 / 0.2913 hartree

The most stable arrangement is a, and the next structure is 0.0138 hartree less stable.